# 1
113
Properties=species:S:1:pos:R:3 method="wB97M-V/def2-TZVPD" lumo_ha="-0.2770 / -0.3953" total_energy_ha=-5658.50300 total_charge=+3 spin_multiplicity=5
H -2.775 -4.631 6.199
C -1.824 -0.111 5.669
C 2.129 -1.223 0.986
C -1.402 -1.865 0.571
C 3.475 3.847 -2.563
C -1.937 -3.117 4.850
C -3.207 -0.762 -5.711
P 1.628 1.517 0.266
C 0.639 1.470 -4.907
H -2.024 -2.710 -1.390
C 1.003 2.353 2.786
C 1.622 -3.960 -1.675
H 4.108 -0.018 -5.601
C -0.849 -2.643 4.165
H -0.617 -6.208 5.777
H 2.046 -4.371 -0.762
C 0.292 -3.275 -4.052
C 1.521 2.169 -5.717
C 3.142 0.409 -5.528
H 1.190 3.095 -6.246
H 2.331 4.582 0.567
C 2.588 3.372 -1.664
H 1.271 -3.109 3.546
C -1.915 -4.427 5.468
C 1.842 5.018 2.537
H -2.736 -0.153 -1.965
C 4.906 1.935 -2.286
H -4.985 -0.763 -2.886
C -2.442 0.959 3.584
C -3.180 1.848 4.350
H -3.986 4.319 -0.760
C -2.820 2.693 -0.142
C 0.311 -3.471 4.038
H -1.357 -1.027 6.114
H -5.254 -1.181 -5.293
C 1.555 2.791 1.595
H 3.776 1.632 1.978
C 0.260 -4.737 4.539
H -3.977 2.514 3.881
H 1.667 3.910 -1.483
C -3.125 1.862 5.734
C 2.910 -2.112 1.819
H 3.514 2.181 -6.643
H -0.319 1.956 -4.715
C 1.871 4.132 1.469
H -2.770 -2.420 5.074
C -4.308 -0.915 -4.888
H 0.687 1.243 2.911
C -1.892 -0.613 -5.219
C 0.336 -2.325 -2.967
C -2.856 -0.416 -3.029
H 1.318 5.240 4.535
H -3.478 2.750 6.234
C -3.318 -1.677 2.078
H -2.547 0.950 2.482
Pd -0.003 0.492 -1.017
H -3.598 -1.425 3.085
C 3.576 0.586 1.905
Ge 0.544 -2.045 0.105
H 2.166 6.090 2.384
H 0.570 2.791 4.822
C -4.088 -0.657 -3.535
H 2.210 -5.772 -2.775
C 1.027 0.237 -4.333
C -1.497 3.268 -0.665
C -1.790 -0.098 4.263
H -4.698 2.997 0.214
H -0.892 3.501 0.179
H -2.316 0.806 7.521
H -4.391 -2.878 -0.921
C 1.680 -4.821 -2.798
C -0.848 2.407 -1.690
H 0.884 -5.255 -4.760
H 2.491 -1.306 -4.349
C -2.449 0.850 6.420
H -0.283 -3.156 -4.961
H 4.332 0.515 -0.834
C -1.907 -1.631 1.862
H -1.699 4.323 -1.029
H 5.866 1.408 -2.336
C 1.233 4.526 3.735
C 4.053 -1.666 2.562
C 0.883 3.235 3.868
H -3.297 -0.840 -6.783
C -4.221 -2.100 1.119
C 2.780 2.084 -1.002
H 2.644 -3.148 1.844
H 5.132 0.039 3.377
C 4.060 1.471 -1.271
H -0.987 -0.670 -5.866
P -0.047 -0.576 -3.201
H 3.170 4.746 -3.093
N -3.943 3.419 -0.300
C 4.403 -0.326 2.649
H -5.277 -1.920 1.279
H 0.105 2.734 -2.021
H 1.180 -5.327 4.333
H -1.589 1.960 -2.356
C -3.667 -2.483 -0.132
P -0.833 -1.146 3.236
H 4.664 -2.494 2.949
H 5.463 3.659 -3.459
C 4.673 3.124 -2.926
C 2.538 0.159 1.072
C -1.715 -0.499 -3.861
C -2.298 -2.397 -0.370
F 0.674 -3.691 0.855
C 0.964 -4.529 -3.906
C -0.776 -5.218 5.334
O -2.911 1.556 0.313
C 0.968 -2.765 -1.687
C 2.774 1.623 -6.054
C 2.279 -0.278 -4.707

***

# 2
50
Properties=species:S:1:pos:R:3 method="wB97M-V/def2-TZVPD" lumo_ha="-0.1516 / -0.1516" e_above_lowest_kj_mol=0.00 total_energy_ha=-5830.57550 total_charge=+1 spin_multiplicity=2
H 2.686 -9.647 9.212
C -0.778 -10.204 12.467
O 0.979 -8.087 12.193
C -1.156 -12.592 12.502
C -1.630 -11.271 12.338
N 4.859 -7.383 12.861
C 4.892 -7.295 14.196
H 2.011 -5.572 9.646
C -0.205 -3.983 15.585
H 6.026 -7.643 16.018
C 7.029 -8.447 12.815
H -1.188 -9.197 12.367
H 5.685 -8.046 11.130
C 2.046 -8.816 8.949
H 0.863 -5.273 12.604
O 2.785 -9.352 12.413
C 1.757 -5.709 14.508
C 0.977 -8.912 8.086
C 5.872 -7.977 12.203
H 7.768 -8.965 12.213
C 0.662 -4.735 16.402
H -0.643 -7.956 7.096
C 6.038 -7.740 14.924
H 0.598 -4.635 17.490
C 1.512 -9.238 12.452
O 3.380 -7.439 10.334
H -0.911 -3.800 13.543
H -0.040 -5.666 8.151
Ga 2.871 -7.206 12.123
C 1.599 -5.593 15.902
H -0.898 -3.264 16.014
H -2.719 -11.149 12.136
H 2.262 -6.210 16.522
Br 2.727 -12.141 13.755
C -0.150 -4.185 14.204
H 0.733 -9.911 7.755
H -1.791 -13.447 12.278
C 0.157 -12.766 12.927
N 2.826 -6.434 13.971
H 0.527 -13.749 13.156
C 0.817 -5.032 13.669
C 0.609 -10.382 12.688
N 2.295 -7.600 9.500
H 7.954 -8.686 14.768
C 1.603 -6.469 9.183
C 1.036 -11.688 13.039
C 7.080 -8.322 14.231
C 0.197 -7.806 7.751
N 3.804 -6.788 14.774
C 0.551 -6.552 8.314

***

# 3
15
Properties=species:S:1:pos:R:3 method="wB97M-V/def2-TZVPD" lumo_ha=-0.0326 e_above_lowest_kj_mol=373.43 total_energy_ha=-345.66273 total_charge=0 spin_multiplicity=1
C -0.234 0.145 -0.019
H -1.468 -0.357 1.658
H -1.829 1.167 -1.063
C 1.988 -0.116 0.204
C -1.089 -0.841 0.751
C -0.949 1.405 -0.459
H -0.275 2.037 -1.043
O 3.102 -0.097 0.663
H 1.608 -1.827 -0.993
H -1.270 1.963 0.427
H -0.507 -1.718 1.049
H -1.943 -1.168 0.150
O 0.916 0.509 0.748
H 0.146 -0.345 -0.984
C 1.709 -0.735 -1.083

***

# 4
8
Properties=species:S:1:pos:R:3 method="wB97M-V/def2-TZVPD" lumo_ha="-0.0551 / -0.0637" e_above_lowest_kj_mol=206.18 total_energy_ha=-1209.11454 total_charge=0 spin_multiplicity=1
C -1.328 1.257 -0.452
O 1.017 -2.798 0.656
I 3.262 -0.440 0.879
S 2.155 -2.330 -0.104
H -2.039 1.965 0.022
S -1.020 -0.025 0.842
H -0.358 1.633 -0.580
H -1.689 0.738 -1.262

***

# 5
59
Properties=species:S:1:pos:R:3 method="wB97M-V/def2-TZVPD" lumo_ha="-0.3697 / -0.3758" total_energy_ha=-2618.24097 total_charge=+2 spin_multiplicity=1
H 0.913 4.099 -2.580
H -0.724 4.459 -3.197
H -2.414 2.649 -1.638
H -1.726 -1.220 -2.834
C 0.025 1.262 4.579
C 0.241 0.227 3.659
O 0.731 -2.974 7.048
H 2.220 2.027 -2.056
N -0.273 1.954 6.906
H -1.428 -2.470 -4.081
O 0.210 1.781 1.901
O 0.995 -3.589 4.953
C -0.557 -3.430 -1.714
C -1.983 2.211 -2.554
V -0.020 -0.012 -0.752
C 2.071 -1.667 -1.182
H 0.191 -3.906 -1.062
H -0.465 4.275 -1.429
C 0.252 -0.379 6.351
C 0.512 -1.380 5.413
H 1.550 2.968 -0.704
N 0.762 -1.349 -1.757
H 1.813 -3.712 -2.888
C 0.011 0.936 5.939
C -2.964 -0.846 -0.172
O -0.488 3.118 6.511
H -2.277 1.154 -2.609
O -3.960 -1.402 0.171
H 1.942 1.248 -0.465
H -0.134 2.286 4.237
H -0.506 -0.956 -4.124
H -0.112 0.965 -4.218
C 0.219 0.526 2.193
H -1.350 -2.989 -1.090
H 2.293 -0.953 -0.373
H 2.880 -1.593 -1.928
C 1.535 1.977 -1.189
H 2.108 -2.685 -0.757
H 0.707 -1.843 3.287
O -0.305 1.622 8.110
N -1.957 -0.279 -0.524
H -2.426 2.752 -3.404
C 1.132 -3.089 -3.494
H 1.718 -2.366 -4.088
H -1.003 -4.196 -2.369
H -0.380 2.657 -4.741
C -0.471 2.414 -2.605
H 0.578 -3.750 -4.180
C -0.162 3.908 -2.426
N 0.759 -2.726 5.825
H 0.240 -0.625 7.405
Tl -1.808 2.691 0.877
C -0.955 -1.701 -3.454
C 0.511 -1.089 4.042
O 0.180 -0.446 1.364
H 1.180 2.194 -3.996
C 0.117 -2.366 -2.597
C 0.092 2.019 -3.976
N 0.164 1.611 -1.563

***

# 6
17
Properties=species:S:1:pos:R:3 method="wB97M-V/def2-TZVPD" lumo_ha=0.0268 e_above_lowest_kj_mol=367.79 smiles="CCC(C=O)C=O.[H][H]" total_energy_ha=-346.88535 total_charge=0 spin_multiplicity=1
H -0.975 1.569 0.401
O 0.224 -2.255 -1.431
C 0.673 -0.454 0.906
H -1.590 0.062 -2.572
C -0.536 0.895 -0.364
H 1.324 -0.992 0.214
H 0.531 -0.999 1.839
H -1.739 -2.181 -1.106
H 1.032 1.610 1.926
H 2.344 0.460 1.863
C -0.691 -0.531 0.071
O 0.204 1.294 -1.230
C -0.731 -1.733 -0.917
H -0.948 0.433 -2.544
H -1.617 -0.623 0.655
C 1.498 0.846 1.285
H 1.950 1.392 0.445

***

# 7
22
Properties=species:S:1:pos:R:3 method="wB97M-V/def2-TZVPD" lumo_ha="-0.1884 / -0.2699" e_above_lowest_kj_mol=23.09 total_energy_ha=-350.00848 total_charge=+1 spin_multiplicity=2
H 2.619 -2.624 0.460
H -0.725 0.774 -1.556
H 2.257 1.660 0.630
H 0.967 3.654 -0.063
C -1.075 -1.261 -0.970
H 2.281 -1.791 -1.138
H 1.106 -2.821 -0.403
C -0.331 0.002 -0.925
H -0.139 2.624 -1.059
H -3.135 0.415 2.266
O -3.732 0.293 1.509
C 1.450 -0.861 0.629
H -2.064 -1.087 -1.396
C 0.725 2.662 -0.408
C 1.362 1.543 0.032
C 0.816 0.238 -0.161
C 1.899 -2.109 -0.166
H 2.279 -0.509 1.225
H -0.581 -1.960 -1.666
H -1.272 -1.796 -0.038
H -4.085 1.189 1.426
H 0.687 -1.203 1.349

***

# 8
101
Properties=species:S:1:pos:R:3 method="wB97M-V/def2-TZVPD" lumo_ha=0.0252 smiles="CCCOC[C@@H]1C[C@@H](CCCCCCOC(C)=O)NC1=O.COC[C@@H](C)N.COC[C@@H](C)N.COC[C@@H](C)N" total_energy_ha=-1849.64343 total_charge=0 spin_multiplicity=1
C -2.173 -2.993 -1.959
H 3.800 1.942 1.581
C 0.115 4.661 -0.171
C -3.408 -4.891 -3.131
C -3.637 -1.334 2.900
H 0.224 4.949 -1.217
H 1.908 0.485 3.238
H -2.648 -3.386 3.138
H -2.197 0.187 3.388
H -4.574 1.120 2.410
H -1.455 2.871 2.481
H 5.753 -1.073 0.166
H -1.348 -3.146 -2.653
H -6.396 -2.078 -5.616
H -4.689 -1.872 1.330
C 8.189 1.768 1.741
C -3.309 2.450 3.492
O -1.892 -3.772 -0.808
H 5.098 -1.723 1.681
C 2.877 0.567 2.734
H -2.457 4.845 -0.433
C 3.955 0.356 3.795
N 2.992 1.926 2.200
H -3.696 -3.152 0.003
O -2.460 -0.235 0.121
H 10.972 0.388 1.049
C -4.483 -0.504 -6.401
H 8.680 2.943 3.440
C 2.890 -0.488 1.615
H -3.285 -0.292 4.729
H -2.230 -1.921 -1.755
C -3.225 -0.069 3.665
C -2.667 3.824 -0.115
H 9.642 -0.703 1.549
H -2.641 2.334 4.346
H 2.206 2.097 1.577
H 1.959 -0.388 1.050
H 10.696 1.945 4.137
H -3.960 0.039 -7.200
H -6.194 0.754 -6.245
H -6.413 -0.866 -4.570
C -3.448 -3.417 -2.690
H -6.689 -1.619 -8.084
H -3.723 -1.816 -8.429
O -4.069 -1.858 -6.371
O -1.643 2.889 -0.455
C -3.057 3.826 1.382
H -2.815 4.787 1.839
H -7.586 -0.122 -7.943
H 8.322 0.090 3.881
N -4.074 -1.090 1.523
C -2.688 -3.447 0.305
C 10.637 -0.330 1.803
H -1.678 -1.982 3.315
H -3.511 -2.806 -3.594
H -3.006 -5.500 -2.327
H -3.300 -3.310 -7.570
H -2.836 -4.976 -4.052
H -0.559 5.368 0.308
H 1.067 4.738 0.332
H 10.855 2.167 2.401
C -2.486 2.664 2.201
H -2.522 1.754 1.604
H 2.902 -1.507 2.027
C -2.485 -2.402 2.699
H 3.721 0.936 4.689
C 8.807 1.901 3.129
H 8.387 1.227 5.007
H -4.345 -3.180 -2.116
C -6.003 -0.296 -6.484
C -4.028 -2.501 -7.633
H -4.145 3.753 1.436
H -3.543 3.522 -0.681
H -4.139 -0.077 -5.455
H -4.017 3.261 3.658
C -6.588 -0.556 -7.869
C 10.314 1.602 3.172
O 10.649 0.228 3.104
H 4.941 0.680 3.460
O 3.926 -0.329 0.662
C -2.818 -1.075 0.811
O 0.349 2.385 0.200
C 5.188 -0.823 1.065
H -5.970 -0.105 -8.649
H -4.426 -5.182 -3.384
H 7.217 2.262 1.714
C -4.132 1.141 3.407
H -4.966 1.152 4.109
H 11.318 -1.181 1.800
H 4.021 -0.695 4.087
C -0.385 3.236 -0.110
H 8.819 2.233 0.980
N -6.721 -1.120 -5.505
H -0.986 -2.220 1.079
H 5.746 -0.052 1.602
N 8.055 1.055 4.062
C -2.048 -2.372 1.225
H -2.778 -4.360 0.901
H -4.364 -1.840 3.536
H -4.996 -2.948 -7.872
H 8.024 0.728 1.460

***

# 9
22
Properties=species:S:1:pos:R:3 method="wB97M-V/def2-TZVPD" lumo_ha=0.0220 e_above_lowest_kj_mol=451.38 total_energy_ha=-532.82208 total_charge=0 spin_multiplicity=1
O -0.161 -1.739 1.305
H -0.037 -0.723 -1.866
C -0.873 0.843 0.230
N 0.250 1.185 -0.468
N -2.095 1.053 -0.403
H -1.808 1.359 1.821
C -0.628 -1.160 0.129
H 2.189 1.895 -0.438
O -0.919 1.058 1.589
H 2.129 -1.009 0.309
H -1.959 1.295 -1.375
H 1.118 2.733 0.682
H -0.407 -1.155 2.035
O -1.848 -1.708 -0.315
C 0.342 -0.775 -0.853
H 1.939 -2.120 -1.041
C 1.364 1.752 0.262
C 1.796 -1.080 -0.723
H -2.748 0.283 -0.299
H 1.728 1.125 1.089
H -1.777 -2.674 -0.313
H 2.403 -0.437 -1.358

***

# 10
16
Properties=species:S:1:pos:R:3 method="wB97M-V/def2-TZVPD" lumo_ha=0.0215 e_above_lowest_kj_mol=410.87 total_energy_ha=-362.92904 total_charge=0 spin_multiplicity=1
H 1.903 1.068 0.632
H -0.065 0.295 -1.774
O 1.925 -0.797 -0.217
H -0.105 0.254 0.648
H 2.334 -1.119 -1.036
C -1.534 -1.590 0.652
H 2.369 1.024 -1.095
H -0.231 2.603 0.007
H -2.073 -2.120 1.441
H -2.105 -1.577 -0.280
C 1.723 0.587 -0.331
H -0.579 -2.081 0.452
O -2.030 0.561 1.633
N -0.405 2.115 -0.875
C 0.132 0.951 -0.917
C -1.260 -0.172 1.062

***

# 11
18
Properties=species:S:1:pos:R:3 method="wB97M-V/def2-TZVPD" lumo_ha=-0.1810 e_above_lowest_kj_mol=285.62 smiles="O=C(O)CCn1cn[nH+]c1" total_energy_ha=-509.72275 total_charge=+1 spin_multiplicity=1
C 0.817 1.293 -0.793
C 0.921 -1.186 -0.298
H 0.857 1.250 -1.934
C -1.689 -1.171 0.237
N 0.706 2.440 0.081
N 0.844 0.250 0.187
C 0.744 0.743 1.549
H 0.639 3.380 -0.331
C -0.569 -1.514 -0.878
O -2.357 0.078 0.345
H -0.762 -0.778 -1.748
H 1.102 -1.900 0.584
H 0.721 0.082 2.483
H 1.717 -1.320 -1.115
H -1.723 0.830 0.395
N 0.663 2.162 1.412
O -1.961 -2.060 1.088
H -0.671 -2.580 -1.263